[1]
ORCA calculation (ωB97M-V/def2-TZVPD) on a structure of composition C3H5NO2S.

CARTESIAN COORDINATES (ANGSTROEM)
S  2.994  -1.417  1.214
O  3.652  0.088  -0.358
O  -4.141  1.310  0.018
N  1.832  -2.305  0.696
C  -3.550  0.686  -0.758
C  2.837  0.355  -1.171
C  -2.714  0.044  -1.504
H  3.104  0.989  -1.951
H  0.995  -2.230  1.256
H  -1.697  0.224  -1.577
H  4.027  -2.322  0.636
H  -3.281  -0.497  -2.368

As for the gap between HOMO and LUMO (alpha / beta): 8.857 / 6.991 eV. Its spin multiplicity is 1. Its net charge is 0. For the LUMO energy (alpha / beta), the calculation gives 0.005 / -0.017 Eh. The calculation puts the HOMO energy (alpha / beta) at -8.72 / -7.45 eV. For the strongest force on any atom, the calculation gives 0.095 hartree/bohr.

[2]
ORCA calculation (ωB97M-V/def2-TZVPD) on a structure of composition C40H49IN6O2SSbSr.

CARTESIAN COORDINATES (ANGSTROEM)
I  0.835  -3.414  4.413
Sb  -2.536  0.786  -1.330
Sr  1.917  -0.195  0.718
S  -0.832  -0.298  1.932
O  1.601  1.953  0.935
O  3.742  -0.525  1.837
N  1.842  -0.681  4.035
N  1.119  -2.713  0.530
N  -0.173  -7.915  0.375
N  -1.138  1.012  4.429
N  3.609  -1.191  -0.869
N  1.471  0.517  -1.520
C  -5.448  1.701  -0.410
C  1.649  1.693  -1.987
C  1.370  -1.453  4.980
C  -0.131  -3.102  0.276
C  -4.138  1.149  0.142
C  -4.412  -0.172  0.862
C  -3.833  2.960  -3.356
C  6.317  -2.907  0.876
C  1.430  5.362  -1.401
C  1.504  2.990  0.198
C  1.347  4.287  0.771
C  -3.399  -2.080  -1.871
C  3.230  -1.020  -2.275
C  -0.524  -4.428  0.251
C  5.323  -1.673  3.156
C  0.097  -6.800  0.436
C  -3.556  2.134  1.160
C  1.564  2.938  -1.239
C  6.888  -3.191  2.094
C  5.232  -2.023  0.749
C  1.741  -5.007  0.781
C  -1.421  2.458  -3.591
C  1.210  -1.081  6.308
C  0.440  -5.396  0.497
C  -2.310  -0.959  -3.783
C  1.554  4.127  -1.988
C  6.366  -2.559  3.238
C  2.069  1.053  5.659
C  -1.007  0.479  3.405
C  -2.206  3.771  -1.647
C  2.028  -3.652  0.792
C  1.743  -0.628  -2.394
C  1.576  0.210  6.642
C  4.706  -1.356  1.910
C  4.686  -1.819  -0.588
C  1.309  5.420  0.000
C  -2.562  2.617  -2.587
C  2.181  0.568  4.370
C  -4.725  -0.558  -3.314
C  -3.357  -0.781  -2.680
H  -0.484  2.221  -3.095
H  1.186  6.384  0.483
H  1.527  -0.408  -3.447
H  6.800  -2.776  4.207
H  -0.851  -2.314  0.095
H  3.423  -1.922  -2.870
H  3.030  -3.311  1.026
H  6.702  -3.378  -0.024
H  -1.280  3.404  -4.132
H  -5.070  0.025  1.719
H  1.859  1.809  -3.062
H  -4.047  2.229  -4.136
H  -3.498  -0.624  1.249
H  4.924  -1.186  4.038
H  1.466  0.557  7.662
H  -4.712  3.041  -2.718
H  -2.483  -2.239  -1.299
H  -4.765  0.345  -3.922
H  1.624  4.049  -3.070
H  5.274  -2.273  -1.400
H  -1.941  4.655  -2.241
H  2.509  -5.737  0.994
H  -3.514  -2.932  -2.555
H  -4.285  2.285  1.967
H  1.251  4.333  1.849
H  2.552  1.188  3.563
H  -3.048  4.045  -1.010
H  -3.339  3.109  0.727
H  -4.232  -2.108  -1.173
H  -2.484  -1.909  -4.306
H  0.804  -1.767  7.035
H  -3.696  3.930  -3.855
H  -1.551  -4.698  0.049
H  1.417  6.265  -1.997
H  -5.330  2.716  -0.794
H  -1.289  -0.980  -3.389
H  3.824  -0.208  -2.707
H  -4.923  -0.890  0.220
H  -5.516  -0.496  -2.564
H  -6.185  1.748  0.404
H  -1.351  3.547  -1.004
H  -1.621  1.683  -4.331
H  2.344  2.074  5.881
H  -2.641  1.752  1.612
H  -5.873  1.084  -1.202
H  1.124  -1.473  -2.082
H  -2.365  -0.164  -4.527
H  7.714  -3.885  2.172
H  -4.968  -1.406  -3.970

As for the gap between HOMO and LUMO: 6.427 eV. Its spin multiplicity is 1. Its net charge is -1. For the LUMO energy, the calculation gives 0.061 Eh. The calculation puts the HOMO energy at -4.76 eV. For the strongest force on any atom, the calculation gives 0.049 hartree/bohr.

[3]
ORCA calculation (ωB97M-V/def2-TZVPD) on a structure of composition C6H10N3O4.

CARTESIAN COORDINATES (ANGSTROEM)
O  -1.956  0.974  1.676
O  -2.741  -0.796  1.249
O  0.148  -1.758  -1.020
O  1.265  0.600  0.899
N  2.091  -1.030  -2.132
N  4.092  0.077  -2.820
N  2.818  0.558  -0.857
C  1.205  -0.932  -1.065
C  -4.210  0.651  2.650
C  -1.527  -0.272  1.436
C  -3.282  0.501  1.476
C  1.659  0.067  -0.259
C  3.065  -0.120  -1.987
H  -3.806  0.136  3.519
H  -3.704  0.912  0.551
H  -0.352  -1.661  -0.193
H  3.363  1.305  -0.454
H  4.785  0.776  -2.624
H  -4.312  1.711  2.874
H  0.392  0.262  1.201
H  -5.183  0.236  2.400
H  4.210  -0.492  -3.641
H  1.980  -1.704  -2.875

As for the gap between HOMO and LUMO: 8.797 eV. Its spin multiplicity is 1. Its net charge is +1. For the LUMO energy, the calculation gives -0.097 Eh. The calculation puts the HOMO energy at -11.43 eV. For the strongest force on any atom, the calculation gives 0.035 hartree/bohr.

[4]
ORCA calculation (ωB97M-V/def2-TZVPD) on a structure of composition C33H28Cl2MoN8O3S.

CARTESIAN COORDINATES (ANGSTROEM)
Mo  0.224  0.121  0.501
Cl  1.710  -1.915  -3.235
Cl  -0.426  3.021  -2.856
S  1.351  0.707  -1.593
O  0.366  5.595  0.451
O  -1.059  1.640  0.127
O  3.050  -0.034  0.392
N  -1.394  0.006  2.237
N  1.042  1.815  1.297
N  1.717  -1.823  0.107
N  0.439  -3.719  -0.243
N  -1.359  -1.092  -0.238
N  0.564  2.982  0.901
N  4.074  -2.040  0.343
N  1.232  -0.452  2.278
C  -4.368  -2.261  2.410
C  -0.631  1.473  -5.048
C  1.900  -2.000  3.974
C  -3.343  -1.399  2.816
C  1.634  -3.141  -0.090
C  2.099  0.467  2.795
C  -2.400  -0.967  1.910
C  -3.337  4.867  -1.221
C  -2.609  3.806  -0.751
C  2.798  -3.956  -0.080
C  0.574  0.537  -3.169
C  2.837  -1.081  4.474
C  -2.829  6.164  -1.107
C  0.823  -0.604  -3.941
C  -1.485  -1.439  -1.524
C  -0.590  2.843  0.265
C  -3.514  -2.208  0.147
C  -0.826  5.316  -0.058
C  -1.340  3.998  -0.167
C  -0.150  1.579  -3.751
C  -0.355  0.341  -5.795
C  3.998  -3.366  0.149
C  0.368  -0.705  -5.243
C  2.942  -1.246  0.264
C  5.315  -1.367  0.663
C  -2.412  -1.421  0.582
C  2.937  0.153  3.880
C  -3.607  -2.518  -1.227
C  -1.607  6.385  -0.519
C  -4.471  -2.628  1.093
C  1.141  -1.647  2.884
C  1.966  1.750  2.224
C  -2.595  -2.098  -2.057
H  -1.112  -0.101  3.216
H  0.594  -1.590  -5.816
H  0.835  4.783  0.731
H  -2.985  2.796  -0.832
H  2.723  -5.013  -0.249
H  -4.463  -3.060  -1.598
H  -5.287  -3.245  0.753
H  -2.627  -2.290  -3.118
H  6.146  -2.062  0.590
H  -0.689  0.280  -6.819
H  1.772  -2.965  4.438
H  -1.826  0.935  2.160
H  -3.401  6.997  -1.482
H  0.405  -4.693  -0.494
H  -0.385  -3.163  -0.396
H  5.261  -0.961  1.675
H  -1.209  7.381  -0.411
H  -4.294  4.704  -1.687
H  -0.652  -1.197  -2.165
H  3.453  -1.334  5.322
H  4.922  -3.927  0.181
H  3.634  0.899  4.227
H  -5.096  -2.594  3.132
H  2.485  2.630  2.579
H  5.471  -0.532  -0.020
H  -3.296  -1.060  3.840
H  0.419  -2.342  2.463
H  -1.193  2.288  -5.476

As for the gap between HOMO and LUMO (alpha / beta): 6.080 / 5.437 eV. Its spin multiplicity is 3. Its net charge is +2. The expectation value of S² is 2.034. For the LUMO energy (alpha / beta), the calculation gives -0.242 / -0.265 Eh. The calculation puts the HOMO energy (alpha / beta) at -12.65 / -12.65 eV. For the strongest force on any atom, the calculation gives 0.037 hartree/bohr.

Results for ΔE to the lowest compared entry with this formula, charge and spin: 6.825 1.574 0.649 0.393 (in eV, following the order of the records).
Results for energy: -19605.6858 -81624.2971 -19036.2926 -90464.4530 (in eV, following the order of the records).